This record from the OMol25 dataset describes a molecular structure, C33H89B3F12O12V2 at a distorted geometry. The level of theory is ωB97M-V with the def2-TZVPD basis set.

Last column: Mulliken charge in e.
Atoms and positions in Å:
V (0.76, -0.60, -4.74)  0.704
V (0.57, -2.23, -1.04)  1.152
O (0.35, -1.88, -3.16)  0.484
H (-0.24, -2.51, -3.61)  -0.113
B (0.56, 0.39, -0.34)  0.610
F (-0.42, 1.10, -1.08)  -0.446
F (1.47, -0.16, -1.23)  -0.113
F (1.26, 1.21, 0.48)  -0.669
F (-0.07, -0.53, 0.36)  -0.510
B (3.84, -1.13, -4.48)  -0.258
F (4.84, -0.94, -3.53)  -0.335
F (2.88, -0.16, -4.43)  0.011
F (4.35, -1.04, -5.77)  -0.309
F (3.15, -2.30, -4.36)  -0.447
B (-1.59, -3.82, -0.78)  -0.849
F (-0.28, -4.33, -0.90)  -0.302
F (-2.10, -3.65, -1.99)  -0.215
F (-2.34, -4.60, 0.02)  -0.320
F (-1.38, -2.63, -0.18)  0.237
C (1.68, -2.10, 3.31)  -1.468
C (2.22, -2.08, 1.86)  1.188
C (3.69, -2.66, 1.84)  -1.592
O (1.49, -2.86, 1.04)  0.111
H (0.62, -1.86, 3.31)  0.060
H (2.21, -1.39, 3.94)  0.351
H (1.88, -3.10, 3.69)  0.562
H (2.13, -1.04, 1.54)  -0.356
H (3.76, -3.61, 2.37)  0.378
H (4.40, -2.03, 2.37)  0.424
H (4.00, -2.85, 0.81)  0.307
H (1.30, -3.63, 1.59)  0.068
C (4.71, 2.15, -0.29)  -0.730
C (5.71, 2.10, 0.81)  0.854
C (6.18, 0.71, 1.02)  -1.337
O (6.77, 2.95, 0.46)  -0.596
H (4.08, 3.04, -0.30)  0.097
H (4.09, 1.27, -0.13)  0.047
H (4.97, 1.92, -1.33)  0.431
H (5.27, 2.51, 1.72)  0.046
H (7.00, 0.53, 1.71)  0.499
H (6.54, 0.36, 0.05)  0.347
H (5.34, 0.10, 1.36)  0.026
H (7.46, 2.95, 1.13)  0.348
C (0.48, 3.90, -3.50)  -1.383
C (1.41, 2.70, -3.78)  0.096
C (2.56, 2.62, -2.77)  -0.943
O (0.72, 1.46, -3.66)  1.241
H (0.47, 4.19, -2.45)  0.193
H (-0.57, 3.73, -3.77)  0.228
H (0.78, 4.79, -4.06)  0.471
H (1.75, 2.74, -4.81)  0.567
H (3.44, 3.18, -3.09)  0.699
H (3.01, 1.63, -2.77)  -0.198
H (2.39, 2.93, -1.73)  0.126
H (0.37, 1.37, -2.77)  -0.428
C (-3.50, 0.71, -5.71)  -1.443
C (-2.41, 0.75, -4.59)  0.607
C (-3.05, 0.79, -3.20)  -1.041
O (-1.57, -0.40, -4.70)  -0.368
H (-3.10, 0.41, -6.68)  0.393
H (-3.89, 1.72, -5.84)  0.409
H (-4.31, 0.03, -5.47)  0.184
H (-1.72, 1.59, -4.70)  0.240
H (-2.44, 0.30, -2.44)  0.089
H (-4.07, 0.40, -3.15)  0.295
H (-3.19, 1.81, -2.85)  0.376
H (-2.10, -1.10, -4.29)  0.149
C (-4.56, 3.94, 1.03)  -1.679
C (-3.16, 3.37, 1.08)  1.409
C (-2.34, 3.72, -0.20)  -1.137
O (-2.48, 3.73, 2.22)  -0.682
H (-4.70, 4.82, 0.40)  0.391
H (-4.89, 4.38, 1.98)  0.427
H (-5.32, 3.19, 0.83)  0.309
H (-3.32, 2.29, 1.17)  -0.314
H (-2.09, 4.78, -0.18)  0.429
H (-2.94, 3.59, -1.10)  0.405
H (-1.37, 3.24, -0.37)  -0.146
H (-1.81, 3.04, 2.28)  0.247
C (-4.60, 0.46, 2.91)  -1.263
C (-5.14, -0.35, 4.08)  0.633
C (-4.09, -0.82, 5.11)  -1.022
O (-6.06, 0.41, 4.75)  -0.603
H (-5.27, 0.54, 2.05)  0.613
H (-3.67, 0.03, 2.54)  0.121
H (-4.63, 1.54, 3.09)  0.402
H (-5.57, -1.25, 3.65)  0.170
H (-4.37, -1.72, 5.65)  0.323
H (-3.85, -0.01, 5.80)  0.385
H (-3.12, -0.85, 4.63)  -0.021
H (-6.85, 0.67, 4.27)  0.327
C (-0.77, -5.42, 4.68)  -1.198
C (-1.81, -5.20, 3.55)  0.608
C (-2.44, -3.81, 3.62)  -0.997
O (-1.06, -5.28, 2.38)  -0.439
H (-0.42, -6.45, 4.81)  0.382
H (-1.25, -5.25, 5.64)  0.400
H (0.13, -4.83, 4.50)  0.080
H (-2.58, -5.97, 3.55)  0.255
H (-3.05, -3.66, 4.51)  0.385
H (-3.06, -3.52, 2.77)  0.426
H (-1.72, -3.00, 3.67)  -0.040
H (-1.63, -4.98, 1.68)  0.283
C (1.37, 2.53, 3.74)  -1.559
C (0.12, 1.59, 3.39)  2.040
C (-0.93, 1.70, 4.48)  -2.032
O (-0.45, 1.94, 2.16)  0.805
H (1.64, 2.50, 4.79)  0.477
H (1.11, 3.57, 3.54)  0.318
H (2.26, 2.30, 3.16)  0.200
H (0.39, 0.53, 3.40)  -0.635
H (-0.47, 1.31, 5.39)  0.540
H (-1.82, 1.13, 4.21)  0.276
H (-1.29, 2.72, 4.63)  0.471
H (0.19, 1.79, 1.46)  -0.161
C (2.05, 6.04, 0.50)  -0.833
C (2.86, 6.42, 1.67)  0.388
C (4.20, 5.64, 1.79)  -0.920
O (3.25, 7.79, 1.45)  -0.573
H (2.62, 5.82, -0.40)  0.276
H (1.25, 6.75, 0.27)  0.385
H (1.48, 5.16, 0.79)  -0.019
H (2.29, 6.34, 2.60)  0.359
H (3.86, 4.60, 1.85)  -0.108
H (4.76, 5.74, 2.71)  0.377
H (4.87, 5.71, 0.93)  0.346
H (2.81, 8.40, 2.05)  0.331
C (2.71, -4.98, -2.60)  -1.446
C (3.32, -4.07, -1.57)  0.569
C (4.85, -4.07, -1.76)  -1.554
O (2.88, -2.78, -1.87)  0.540
H (2.91, -4.51, -3.57)  0.287
H (1.63, -5.10, -2.50)  0.076
H (3.09, -6.00, -2.53)  0.471
H (2.93, -4.43, -0.62)  0.515
H (5.07, -4.36, -2.79)  0.415
H (5.13, -4.82, -1.02)  0.422
H (5.26, -3.12, -1.41)  0.253
H (3.13, -2.60, -2.78)  -0.142
C (-5.56, -3.86, -4.11)  -1.641
C (-4.94, -2.59, -3.63)  0.581
C (-5.02, -2.46, -2.12)  -1.327
O (-3.60, -2.39, -3.99)  -0.446
H (-6.59, -3.99, -3.78)  0.414
H (-5.09, -4.77, -3.73)  0.326
H (-5.41, -4.01, -5.18)  0.371
H (-5.60, -1.77, -3.91)  0.360
H (-4.45, -3.24, -1.61)  0.243
H (-6.03, -2.70, -1.77)  0.511
H (-4.53, -1.55, -1.76)  0.185
H (-3.19, -3.00, -3.37)  0.471

Results
ΔE to the lowest compared entry with this formula, charge and spin in kJ/mol: 43.2
Gap between HOMO and LUMO (alpha / beta) in eV: 7.889 / 7.944
Net charge: 0
Multiplicity: 7
LUMO (alpha / beta) in eV: -1.2 / -1.3